Entry 1:
Computed, not measured: a cluster of 2 separate species, C6H12O in total, with the ωB97M-V functional and the def2-TZVPD basis.

XYZ file:
```
19
Properties=species:S:1:pos:R:3:forces:R:3
C -2.3163 0.2832 1.0101 1.978 -0.062 -0.056
C -1.1667 0.5063 0.0269 0.134 -1.079 -0.394
C -1.0770 1.5808 -0.7649 -0.652 1.118 -0.771
C 1.6006 -1.7242 -1.5830 -0.346 -0.316 0.725
C 0.8140 -0.5952 -0.9952 -1.082 -0.030 -0.004
C -0.1972 -0.6452 -0.1192 -1.171 0.219 0.399
H -1.7977 -0.0598 1.9183 -0.837 0.765 0.546
H -2.9440 1.1726 0.9858 0.024 -0.135 0.816
H -2.9115 -0.5934 0.7326 0.106 0.216 -0.500
H -1.3971 2.5914 -0.5243 -1.052 -0.401 0.481
H -0.8444 1.6023 -1.8271 1.342 -0.524 0.304
H 1.9673 -2.4237 -0.8203 0.147 0.259 -0.151
H 2.3896 -1.3640 -2.2126 0.636 0.099 -0.097
H 0.9501 -2.3211 -2.2198 -0.150 0.003 -0.120
H 0.8340 0.3843 -1.4654 0.522 -0.127 -0.351
H -0.4364 -1.4509 0.6036 0.407 -0.040 -0.894
H 1.6521 -0.2800 1.9726 0.001 -0.056 0.164
H 1.7712 0.9393 1.1262 -0.045 0.128 0.211
O 1.8294 0.6624 2.0513 0.038 -0.036 -0.310
```
Positions in Å, forces in eV/Å.

Properties
Gap between HOMO and LUMO: 8.861 eV
Highest occupied orbital energy: -8.3 eV
SMILES: C=C(C)/C=C/C.O
E_tot: -310.96494 hartree
Lowest unoccupied orbital energy: 0.020 Ha
2S+1: 1


Entry 2:
Computed, not measured: an isolated molecule of C6H12O, with the ωB97M-V functional and the def2-TZVPD basis.

XYZ file:
```
19
Properties=species:S:1:pos:R:3:forces:R:3
C -0.9467 -0.7999 -1.4941 -0.390 -0.381 -0.023
C -0.6383 -1.1135 -0.0013 -0.152 -0.133 -0.348
C 0.0013 0.0984 0.5763 -0.279 -0.034 -0.180
C -0.9202 1.2583 0.9030 -0.179 0.008 -0.023
C 1.1816 0.0878 1.4695 0.410 0.314 -0.602
C 1.1783 0.5429 -0.1734 0.510 0.400 1.077
O 1.8296 -0.4330 -0.9437 0.142 0.033 0.062
H -0.1329 -1.1065 -2.1635 -0.262 -0.134 0.384
H -1.1224 0.2640 -1.7481 -0.002 -0.413 0.583
H -1.8477 -1.3365 -1.7553 -0.249 -0.141 -0.457
H 0.0726 -1.9449 0.0715 -0.236 0.075 -0.158
H -1.5118 -1.3873 0.6104 -0.003 0.012 -0.473
H -1.6267 1.4207 0.0850 -0.026 0.049 0.112
H -1.4804 1.0484 1.8198 -0.013 0.003 -0.098
H -0.3614 2.1905 1.0648 -0.052 -0.253 -0.049
H 1.7930 -0.8120 1.5349 -0.240 0.071 -0.268
H 1.0434 0.5427 2.4724 0.555 0.567 -1.065
H 1.0722 1.4788 -0.7539 0.535 0.004 1.186
H 2.4166 0.0014 -1.5743 -0.070 -0.047 0.340
```
Positions in Å, forces in eV/Å.

Properties
Gap between HOMO and LUMO: 9.652 eV
Highest occupied orbital energy: -8.8 eV
SMILES: CC[C@@]1(C)C[C@H]1O
E_tot: -310.97175 hartree
Lowest unoccupied orbital energy: 0.033 Ha
2S+1: 1


Entry 3:
Computed, not measured: an isolated molecule of C6H12O, with the ωB97M-V functional and the def2-TZVPD basis.

XYZ file:
```
19
Properties=species:S:1:pos:R:3:forces:R:3
C -1.0356 1.0351 -1.6285 -0.003 0.042 0.003
C -0.5230 -0.2707 -1.0154 -0.076 -0.083 0.038
C 0.2819 -0.0668 0.2571 0.007 0.003 -0.111
C 1.5159 0.8030 0.1239 0.035 0.013 0.026
C -0.4699 -0.0090 1.5691 -0.095 0.105 0.113
C 0.3514 -1.2125 1.2364 0.192 0.194 0.101
O -0.3569 -2.3953 0.9983 0.121 -0.152 -0.221
H -0.2147 1.6614 -1.9976 -0.131 -0.110 0.088
H -1.5990 1.6210 -0.8916 0.096 -0.110 -0.091
H -1.7014 0.8355 -2.4742 0.098 0.013 0.104
H 0.0994 -0.8007 -1.7530 -0.064 0.098 0.095
H -1.3669 -0.9366 -0.7927 0.154 0.164 -0.050
H 2.1499 0.4641 -0.7055 -0.096 0.036 0.104
H 1.2516 1.8514 -0.0587 0.020 -0.164 0.009
H 2.1189 0.7745 1.0385 -0.099 -0.008 -0.111
H -1.5480 -0.1510 1.5427 0.180 0.008 -0.054
H -0.1183 0.6664 2.3449 -0.032 -0.117 -0.119
H 1.2916 -1.3509 1.7753 -0.155 0.033 -0.094
H 0.1077 -2.8759 0.2994 -0.151 0.031 0.168
```
Positions in Å, forces in eV/Å.

Properties
Gap between HOMO and LUMO: 10.379 eV
Highest occupied orbital energy: -9.5 eV
SMILES: CC[C@@]1(C)C[C@H]1O
E_tot: -311.02020 hartree
Lowest unoccupied orbital energy: 0.034 Ha
2S+1: 1


Entry 4:
Computed, not measured: a structure of composition C6H12O, with the ωB97M-V functional and the def2-TZVPD basis.

XYZ file:
```
19
Properties=species:S:1:pos:R:3:forces:R:3
C 0.2832 2.3627 -0.0662 0.006 -0.027 0.052
C 0.2647 0.9670 -0.6174 -0.051 0.071 -0.062
C 1.4310 0.4183 -1.2159 0.158 0.031 -0.240
C -0.1526 -0.0493 1.2187 0.091 0.039 0.055
O -1.5479 -0.3378 1.1055 -0.187 0.065 0.040
C -0.6535 -1.4343 1.2266 0.100 -0.283 0.017
C -0.5451 -2.3631 0.0391 -0.008 0.035 -0.045
H 0.2314 3.0478 -0.9215 -0.007 -0.099 0.110
H -0.5616 2.5514 0.5993 0.109 -0.026 -0.087
H 1.2190 2.5614 0.4636 -0.121 -0.032 -0.074
H -0.7104 0.5962 -0.9348 0.190 0.061 0.026
H 2.3815 0.9275 -1.0989 -0.163 -0.049 -0.024
H 1.3536 -0.4161 -1.9032 0.000 0.128 0.130
H 0.8921 0.0227 0.0455 -0.086 -0.087 0.173
H 0.1355 0.4101 2.1736 -0.044 -0.054 -0.148
H -0.7246 -1.9452 2.1907 0.018 0.100 -0.122
H -0.5878 -1.8113 -0.9052 0.024 -0.054 0.160
H -1.3704 -3.0832 0.0435 0.107 0.105 0.015
H 0.3961 -2.9234 0.0676 -0.136 0.078 0.024
```
Positions in Å, forces in eV/Å.

Properties
Gap between HOMO and LUMO: 8.083 eV
Highest occupied orbital energy: -7.0 eV
E_tot: -310.83078 hartree
Lowest unoccupied orbital energy: 0.039 Ha
2S+1: 1


Entry 5:
Computed, not measured: a cluster of 2 separate species, C6H12O in total, with the ωB97M-V functional and the def2-TZVPD basis.

XYZ file:
```
19
Properties=species:S:1:pos:R:3:forces:R:3
C 0.9278 -0.0893 -1.5940 -0.581 1.521 -1.961
C -0.3655 0.1701 -0.8555 -1.437 -1.504 -1.785
C -1.4768 -0.2298 -1.5480 2.867 -0.723 -0.678
C -1.2406 0.8467 1.4722 -0.566 -0.132 -1.574
C -0.2993 0.7625 0.4772 -0.314 0.888 2.771
C 0.9687 1.4630 0.9307 2.177 -0.978 -3.401
H 1.3721 -1.0041 -1.3373 0.655 -1.291 0.614
H 1.6223 0.7037 -1.3652 0.454 0.059 -0.196
H 0.7793 -0.1094 -2.7411 0.112 0.135 1.898
H -2.4568 -0.2465 -1.1743 -1.209 0.252 0.393
H -1.2436 -0.7473 -2.5535 -0.845 1.035 1.690
H -1.1241 1.5467 2.3279 0.170 -0.912 -0.636
H -2.2394 0.3819 1.3941 0.601 0.191 -0.058
H 1.5636 1.9523 0.0915 -1.274 0.194 0.993
H 1.8005 0.8756 1.3218 -0.472 -0.920 0.181
H 0.6851 2.0835 1.6876 -0.313 2.185 1.751
H 0.0996 -2.1879 0.2782 1.562 -0.301 2.021
H 0.7108 -2.4822 1.7934 -0.640 0.093 -0.421
O 0.9181 -2.2882 0.8726 -0.949 0.210 -1.602
```
Positions in Å, forces in eV/Å.

Properties
Gap between HOMO and LUMO: 9.066 eV
Highest occupied orbital energy: -8.6 eV
SMILES: C=C(C)C(=C)C.O
E_tot: -310.96790 hartree
Lowest unoccupied orbital energy: 0.018 Ha
2S+1: 1


Entry 6:
Computed, not measured: an isolated molecule of C6H12O, with the ωB97M-V functional and the def2-TZVPD basis.

XYZ file:
```
19
Properties=species:S:1:pos:R:3:forces:R:3
C 1.7065 1.2139 0.0253 0.090 -0.111 0.007
C 0.6890 0.0793 0.2636 0.134 -0.156 -0.010
C 1.2252 -1.2906 -0.2287 0.371 0.100 0.085
C -0.5897 0.2971 -0.4830 0.276 0.073 -0.121
C -1.5929 -0.7993 -0.3800 -0.622 0.329 0.091
C -1.9189 0.6773 0.0609 -0.133 -0.445 -0.415
O -2.1579 0.9036 1.4174 0.236 -0.181 0.111
H 1.5366 2.0993 0.6542 -0.161 -0.322 -0.112
H 2.7167 0.8533 0.2393 -0.025 0.113 -0.023
H 1.6833 1.5574 -1.0197 0.029 -0.209 0.214
H 0.4606 0.0447 1.3440 0.148 -0.176 -0.262
H 2.1363 -1.5320 0.3112 0.333 -0.062 -0.152
H 1.4287 -1.2309 -1.3072 0.214 0.098 0.220
H 0.5724 -2.1745 -0.1248 -0.072 0.696 0.262
H -0.4718 0.6501 -1.5079 0.178 0.011 0.114
H -1.7914 -1.4148 -1.2640 -0.679 0.694 0.187
H -1.4343 -1.4537 0.4883 -0.176 0.393 -0.152
H -2.4570 1.4656 -0.4778 -0.111 -0.885 -0.188
H -1.7837 0.1675 1.9110 -0.030 0.040 0.145
```
Positions in Å, forces in eV/Å.

Properties
Gap between HOMO and LUMO: 10.392 eV
Highest occupied orbital energy: -9.4 eV
SMILES: CC(C)[C@H]1C[C@H]1O
E_tot: -310.99213 hartree
Lowest unoccupied orbital energy: 0.038 Ha
2S+1: 1


Entry 7:
Computed, not measured: an isolated molecule of C6H12O, with the ωB97M-V functional and the def2-TZVPD basis.

XYZ file:
```
19
Properties=species:S:1:pos:R:3:forces:R:3
C -2.2084 -0.9917 -0.8998 -0.090 -0.010 -0.060
C -0.9053 -0.3565 -0.3956 -0.002 -0.105 -0.047
C -1.2488 0.7917 0.5703 0.053 0.034 0.102
C -0.0392 -1.5381 0.0694 0.241 0.239 -0.052
O 1.1535 -1.3205 0.5452 -0.339 -0.192 -0.042
C 1.8110 -0.0710 0.9063 0.053 0.268 0.107
C 2.3231 0.7303 -0.2750 -0.043 -0.011 -0.075
H -2.8211 -0.2676 -1.4486 0.088 -0.067 0.078
H -1.9953 -1.8450 -1.5493 -0.029 0.145 0.084
H -2.7959 -1.3670 -0.0528 0.101 0.060 -0.119
H -0.3736 0.0557 -1.2714 -0.009 -0.088 0.124
H -1.5858 0.3985 1.5367 0.080 0.049 -0.108
H -2.0798 1.3738 0.1542 0.140 -0.125 0.061
H -0.4269 1.4909 0.7456 -0.105 -0.116 -0.031
H 1.1395 0.5021 1.5459 0.080 -0.029 -0.101
H 2.6502 -0.4135 1.5163 -0.115 0.081 -0.067
H 1.5168 1.1115 -0.9074 0.099 -0.056 0.114
H 2.9957 0.1271 -0.8921 -0.119 0.055 0.084
H 2.8901 1.5892 0.1019 -0.084 -0.132 -0.054
```
Positions in Å, forces in eV/Å.

Properties
Gap between HOMO and LUMO: 8.467 eV
Highest occupied orbital energy: -7.7 eV
E_tot: -310.93391 hartree
Lowest unoccupied orbital energy: 0.027 Ha
2S+1: 1


Entry 8:
Computed, not measured: an isolated molecule of C6H12O, with the ωB97M-V functional and the def2-TZVPD basis.

XYZ file:
```
19
Properties=species:S:1:pos:R:3:forces:R:3
C -0.4145 -1.7350 -1.2777 0.013 -0.017 -0.062
C -0.0258 -0.7087 -0.2140 -0.009 0.009 -0.052
C 1.0486 -1.2600 0.7305 0.032 0.002 0.008
C 0.4726 0.5800 -0.8538 0.068 0.101 0.291
O -0.5210 1.4694 -1.3995 -0.250 0.183 0.342
C 0.1137 1.8519 -0.2028 -2.286 -0.954 3.377
C -0.7943 1.8260 1.2325 -0.032 -0.884 -0.901
H -0.8228 -2.6393 -0.8106 0.072 0.154 -0.086
H -1.1716 -1.3274 -1.9560 0.114 -0.063 0.090
H 0.4584 -2.0317 -1.8732 -0.118 0.045 0.064
H -0.9206 -0.4686 0.3706 0.150 -0.039 -0.118
H 1.9604 -1.5194 0.1775 -0.126 0.050 0.059
H 0.6963 -2.1699 1.2298 0.036 0.140 -0.101
H 1.3235 -0.5353 1.5065 -0.059 -0.097 -0.155
H 1.3215 0.4071 -1.5308 -0.038 0.515 0.413
H 0.3098 2.7937 0.2195 2.627 1.871 -2.297
H -1.7971 1.5821 0.9059 -0.358 -0.359 0.352
H -0.8673 2.7849 1.8145 0.469 -0.505 -1.074
H -0.3696 1.1002 1.9311 -0.304 -0.153 -0.152
```
Positions in Å, forces in eV/Å.

Properties
Gap between HOMO and LUMO: 10.517 eV
Highest occupied orbital energy: -9.4 eV
SMILES: CC(C)[C@H]1O[C@H]1C
E_tot: -310.94801 hartree
Lowest unoccupied orbital energy: 0.040 Ha
2S+1: 1